1.
Computed, not measured: a structure of composition C4H11NS at a distorted geometry, with ωB97M-V with the def2-TZVPD basis set.

As for the energy relative to the best compared isomer or geometry (same formula, charge and spin): 95.9 kcal/mol.

Last column: natural (NBO) charge in e.
Atoms and positions in Å:
S -0.795 1.807 -0.205  -0.077
N -2.572 -0.523 0.053  -0.872
C -0.300 0.204 0.444  -0.315
C 2.204 -0.038 -0.580  -0.601
C 1.230 -0.042 0.614  -0.420
C -1.150 -0.569 -0.449  -0.267
H 2.599 1.209 -0.614  0.229
H 1.342 -0.889 1.131  0.199
H 1.505 0.797 1.096  0.205
H -0.408 2.684 0.840  0.129
H -2.978 -1.619 0.018  0.376
H -3.226 0.244 -0.467  0.391
H -0.754 0.104 1.337  0.218
H 3.215 -0.819 -0.081  0.201
H -0.670 -0.387 -1.487  0.194
H 1.748 -0.546 -1.487  0.215
H -0.991 -1.615 -0.162  0.196

Forces on atoms 1 to 6 (eV/Å):
S 0.937 2.496 1.181
N -2.347 -0.805 -2.495
C 2.033 1.787 -1.630
C 2.646 0.324 1.530
C -2.203 1.047 -4.190
C 0.021 -3.295 -0.537



2.
Computed, not measured: the molecule C4H11NS2 at a distorted geometry, with ωB97M-V with the def2-TZVPD basis set.

As for the energy relative to the best compared isomer or geometry (same formula, charge and spin): 25.3 kcal/mol. The structure (SMILES) is CCSSCCN.

Last column: natural (NBO) charge in e.
Atoms and positions in Å:
S -0.801 -0.348 -0.676  0.033
S 0.321 0.615 0.839  0.084
N 2.363 -0.410 -1.346  -0.852
C -2.314 1.728 0.901  -0.639
C 1.778 -1.649 -0.762  -0.235
C 0.291 -1.770 -1.183  -0.522
C -1.078 1.302 1.727  -0.548
H -2.910 0.831 0.598  0.225
H -2.987 2.535 1.209  0.230
H 2.375 -2.502 -1.059  0.195
H -0.168 -2.611 -0.654  0.219
H 1.763 0.119 -1.978  0.367
H -1.429 0.499 2.376  0.209
H 0.243 -1.952 -2.264  0.226
H 1.905 -1.673 0.333  0.198
H -0.672 2.120 2.326  0.232
H 2.594 0.224 -0.578  0.365
H -1.871 2.171 -0.093  0.212

Forces on atoms 1 to 6 (eV/Å):
S 0.812 -0.212 -0.501
S -0.090 0.044 -0.905
N 0.475 -0.035 0.935
C 1.231 0.459 -3.205
C -0.473 1.226 -0.312
C 0.400 -0.619 1.305



3.
Computed, not measured: the molecule C4H11NS2 at a distorted geometry, with ωB97M-V with the def2-TZVPD basis set.

As for the energy relative to the best compared isomer or geometry (same formula, charge and spin): 4.0 kcal/mol. The structure (SMILES) is CSSC[C@@H](C)N.

Last column: natural (NBO) charge in e.
Atoms and positions in Å:
S 0.686 -2.563 0.361  0.072
S -0.527 -1.428 1.574  0.095
N 0.509 1.312 0.416  -0.839
C 2.298 -1.773 0.623  -0.738
C -1.325 1.463 -1.285  -0.619
C -1.344 -0.375 0.347  -0.546
C -0.418 0.550 -0.411  -0.066
H 0.601 2.253 0.056  0.359
H 0.149 1.390 1.361  0.358
H 0.149 -0.075 -1.106  0.181
H 2.436 -0.928 -0.039  0.226
H -1.985 -0.942 -0.327  0.228
H -2.057 0.256 0.899  0.216
H 2.383 -1.539 1.674  0.230
H -1.758 2.198 -0.611  0.203
H 3.053 -2.515 0.357  0.220
H -2.063 0.817 -1.761  0.208
H -0.786 1.899 -2.125  0.213

Forces on atoms 1 to 6 (eV/Å):
S -0.048 0.017 0.328
S -0.179 -0.301 -0.352
N -0.183 -0.157 0.327
C 0.022 -0.471 -0.449
C 0.589 -1.012 0.195
C -0.208 0.695 0.669



4.
Computed, not measured: the ion C4H11NS2 with charge +1 at a distorted geometry, with ωB97M-V with the def2-TZVPD basis set.

As for the energy relative to the best compared isomer or geometry (same formula, charge and spin): 5.6 kcal/mol. The total charge is +1. The expectation value of S² is 0.7555. Its multiplicity is 2.

Last column: natural (NBO) charge in e.
Atoms and positions in Å:
S 1.097 0.758 -1.212  0.439
S -0.762 1.018 -0.609  0.377
N -2.861 1.511 1.896  -0.806
C 1.363 -0.950 -1.777  -0.563
C -1.036 0.038 0.959  -0.514
C 2.900 -1.166 -1.857  -0.635
C -1.504 1.031 2.060  -0.241
H -1.462 0.488 3.004  0.242
H 0.967 -1.003 -2.792  0.264
H -3.036 2.051 1.062  0.369
H -1.873 -0.622 0.775  0.249
H 0.910 -1.779 -1.257  0.257
H -3.565 0.800 2.035  0.375
H 3.265 -1.002 -2.868  0.243
H -0.899 1.944 2.111  0.219
H 3.109 -2.156 -1.458  0.249
H -0.123 -0.486 1.208  0.245
H 3.511 -0.475 -1.281  0.231

Forces on atoms 1 to 6 (eV/Å):
S -0.265 -0.384 -0.321
S -0.126 0.043 0.840
N 0.274 -0.460 0.094
C 1.187 -0.187 -0.500
C -0.103 0.408 -0.343
C -0.112 0.257 0.098



5.
Computed, not measured: a structure of composition C4H11NdO3 at a distorted geometry, with ωB97M-V with the def2-TZVPD basis set.

The total charge is +1. The total energy is -25735.08917 eV. The expectation value of S² is 6.0041. Its multiplicity is 5.

Last column: Mulliken spin population.
Atoms and positions in Å:
Nd 1.563 0.848 0.208  4.020
O -1.177 -2.750 1.718  0.000
O 0.810 -1.131 0.804  -0.022
O 0.455 -0.285 -1.802  0.002
C 0.269 -2.198 -0.384  -0.003
C 0.024 0.484 -2.913  0.003
C -0.388 -1.399 -1.498  0.001
C -0.912 -3.997 2.311  0.000
H 0.108 -0.123 -3.825  0.000
H 0.674 1.365 -2.964  0.001
H -1.017 0.815 -2.783  -0.001
H -1.121 -4.825 1.612  0.000
H -0.216 -3.190 -0.443  0.000
H -1.531 -4.090 3.214  0.000
H -1.374 -1.026 -1.175  0.000
H -0.326 -1.971 2.023  0.001
H -0.501 -2.005 -2.410  -0.001
H 1.235 -2.609 -0.739  0.000
H 0.153 -4.066 2.597  0.000

Forces on atoms 1 to 6 (eV/Å):
Nd -0.570 -1.385 0.070
O 3.154 3.748 1.305
O -1.654 -1.957 -2.470
O 0.429 0.692 0.491
C 2.750 1.151 -1.104
C -0.251 0.037 -0.319



6.
Computed, not measured: a cluster of 2 separate species, C4H11O in total, with ωB97M-V with the def2-TZVPD basis set.

As for the energy relative to the best compared isomer or geometry (same formula, charge and spin): 12.6 kcal/mol. The total charge is -1.

Last column: natural (NBO) charge in e.
Atoms and positions in Å:
O 2.310 0.714 5.125  -0.990
C 1.924 0.407 3.858  -0.196
C -0.960 -0.617 -3.153  -0.399
C -1.495 0.793 -3.446  -0.603
C -1.708 -1.331 -2.036  -0.615
H -2.378 0.756 -4.082  0.196
H 0.907 0.790 3.569  0.058
H -1.700 -2.415 -2.136  0.205
H -1.329 -1.124 -1.030  0.219
H 0.101 -0.524 -2.917  0.201
H 2.613 0.845 3.096  0.067
H -1.747 1.327 -2.528  0.207
H -2.742 -0.977 -1.956  0.198
H -1.018 -1.226 -4.057  0.188
H 1.859 -0.689 3.630  0.062
H -0.710 1.369 -3.940  0.204

Forces on atoms 1 to 6 (eV/Å):
O -0.248 -0.220 -0.279
C 0.220 0.391 0.792
C 0.002 0.208 0.019
C 0.365 -0.242 0.040
C -0.309 0.148 0.775
H -0.053 0.078 0.012



7.
Computed, not measured: a cluster of 2 separate species, C4H11O in total at a distorted geometry, with ωB97M-V with the def2-TZVPD basis set.

As for the energy relative to the best compared isomer or geometry (same formula, charge and spin): 0.0 kcal/mol. The total charge is -2. The expectation value of S² is 0.7504. Its multiplicity is 2.

Last column: natural (NBO) charge in e.
Atoms and positions in Å:
O 0.671 4.743 3.068  -0.995
C -0.372 -2.037 -1.734  -0.484
C -0.189 -3.560 -1.634  -1.280
C 0.980 -1.304 -1.761  -0.661
C -0.431 5.117 3.809  -0.214
H 0.761 -0.256 -2.039  0.179
H -0.422 4.485 4.749  0.069
H -1.044 -1.674 -0.952  0.181
H 0.633 -3.867 -2.295  0.158
H -0.530 6.189 4.086  0.067
H 1.664 -1.712 -2.496  0.197
H -1.401 4.815 3.362  0.072
H 0.181 -3.877 -0.653  0.182
H -1.081 -4.049 -2.043  0.163
H 1.369 -1.195 -0.738  0.196
H -0.789 -1.817 -2.728  0.170

Forces on atoms 1 to 6 (eV/Å):
O -0.724 0.922 0.168
C 0.914 -0.594 -0.844
C 0.323 0.538 -0.547
C -1.111 1.299 1.013
C 1.375 -1.920 -0.180
H 0.222 -0.155 -0.127



8.
Computed, not measured: a cluster of 2 separate species, C4H11O2P in total at a distorted geometry, with ωB97M-V with the def2-TZVPD basis set.

As for the energy relative to the best compared isomer or geometry (same formula, charge and spin): 37.8 kcal/mol. The structure (SMILES) is CC(C)(C)O.O=P.

Last column: natural (NBO) charge in e.
Atoms and positions in Å:
P -3.583 0.229 -0.516  1.171
O -0.539 -0.318 1.165  -0.745
O -3.746 -1.042 0.188  -0.949
C 0.017 0.033 -1.170  -0.642
C 1.758 -1.055 0.299  -0.628
C 0.550 -0.016 0.227  0.248
C 1.208 1.282 0.652  -0.633
H 1.476 -2.090 0.003  0.203
H 2.243 1.304 0.334  0.211
H -4.736 0.940 -0.539  -0.204
H 0.798 2.123 0.174  0.204
H -1.012 0.501 -1.355  0.222
H 0.754 0.608 -1.704  0.208
H -0.868 -1.150 1.110  0.469
H 0.967 1.461 1.769  0.237
H 2.460 -0.674 -0.406  0.203
H 2.274 -1.100 1.293  0.220
H -0.021 -1.034 -1.523  0.205

Forces on atoms 1 to 6 (eV/Å):
P 2.917 0.040 -0.933
O 2.434 4.649 0.193
O -0.703 -0.767 0.611
C -1.113 -0.818 -0.897
C -1.414 -0.475 0.834
C 0.294 -1.408 1.608



9.
Computed, not measured: a structure of composition C4H11O2Si2 at a distorted geometry, with ωB97M-V with the def2-TZVPD basis set.

As for the energy relative to the best compared isomer or geometry (same formula, charge and spin): 0.0 kcal/mol. The total charge is -1.

Last column: natural (NBO) charge in e.
Atoms and positions in Å:
Si -1.206 -1.945 -0.219  0.643
Si 0.211 -0.271 0.621  1.017
O -1.046 0.771 0.691  -0.839
O -2.995 1.326 -0.289  -0.657
C -1.590 -0.380 -1.211  -0.960
C 2.351 1.551 0.838  -0.616
C -1.971 0.624 -0.232  0.773
C 1.854 0.501 -0.135  -0.850
H 1.469 2.227 1.007  0.211
H -1.682 -1.926 1.217  -0.217
H -0.603 -0.073 -1.759  0.241
H 1.577 1.000 -1.050  0.219
H 2.504 -0.386 -0.085  0.216
H -0.234 -2.665 -1.041  -0.238
H 3.293 1.960 0.521  0.183
H -2.449 -0.492 -1.986  0.242
H 0.127 -0.098 1.982  -0.253
H -2.183 -2.914 -0.755  -0.308
H 2.573 1.190 1.883  0.194

Forces on atoms 1 to 6 (eV/Å):
Si 0.647 -0.578 -0.406
Si 2.817 -1.836 -1.094
O -2.301 2.990 -0.186
O 1.479 -1.192 0.520
C -0.845 -0.347 -3.480
C -0.926 -0.056 1.668



10.
Computed, not measured: a structure of composition C4H11O3 at a distorted geometry, with ωB97M-V with the def2-TZVPD basis set.

As for the energy relative to the best compared isomer or geometry (same formula, charge and spin): 155.3 kcal/mol. The total charge is -1.

Last column: Mulliken charge in e.
Atoms and positions in Å:
O 1.968 0.619 1.146  -0.831
O -1.794 1.103 -0.850  -0.855
O -0.680 0.834 1.668  -0.810
C -0.249 -0.619 -1.367  -0.051
C 1.684 -1.151 0.115  -0.909
C 0.166 -0.935 -0.040  -0.776
C -1.673 -0.081 -1.433  -0.521
H -1.022 0.871 0.752  0.490
H -0.469 -0.760 0.820  0.943
H -2.144 -0.187 -2.441  0.337
H 2.527 1.056 1.792  0.142
H 0.415 -0.502 -2.232  0.374
H 1.821 -1.863 0.948  0.211
H 1.980 -1.549 -0.865  0.367
H -0.170 -1.796 -0.948  0.176
H -2.155 -0.994 -0.849  0.085
H 0.303 0.718 1.521  0.441
H 2.160 -0.160 0.293  0.186

Forces on atoms 1 to 6 (eV/Å):
O 0.213 4.583 3.344
O 0.370 0.010 -0.141
O 0.671 -0.283 0.490
C -0.892 0.557 0.867
C -4.107 -5.960 -2.718
C 4.976 0.971 -1.765



11.
Computed, not measured: a cluster of 2 separate species, C4H11OS in total at a distorted geometry, with ωB97M-V with the def2-TZVPD basis set.

As for the energy relative to the best compared isomer or geometry (same formula, charge and spin): 7.4 kcal/mol. The total charge is -1.

Last column: natural (NBO) charge in e.
Atoms and positions in Å:
S 1.462 0.325 -0.135  -0.702
O -1.648 -0.028 0.367  -0.782
C -1.813 1.202 1.036  -0.059
C 1.390 -1.486 -0.311  -0.524
C -2.162 2.320 0.050  -0.645
C 2.726 -2.105 -0.707  -0.611
H -2.588 3.184 0.535  0.183
H 3.283 -2.405 0.170  0.185
H 3.327 -1.448 -1.331  0.205
H -0.760 0.057 -0.056  0.496
H -0.901 1.468 1.578  0.176
H 0.684 -1.733 -1.102  0.171
H 2.594 -3.005 -1.316  0.170
H -2.641 1.101 1.740  0.139
H -1.234 2.649 -0.414  0.214
H 1.055 -1.950 0.617  0.178
H -2.774 1.854 -0.719  0.205

Forces on atoms 1 to 6 (eV/Å):
S -0.055 0.131 0.053
O -0.098 0.214 -0.015
C -0.274 0.258 -0.107
C 0.265 0.204 -0.353
C 0.966 -0.672 -0.051
C -0.002 -0.417 -0.363



12.
Computed, not measured: the ion C4H11P4 with charge +1 at a distorted geometry, with ωB97M-V with the def2-TZVPD basis set.

The total charge is +1. The total energy is -41469.87886 eV. The expectation value of S² is 2.0379. Its multiplicity is 3.

Last column: natural (NBO) charge in e.
Atoms and positions in Å:
P -3.116 -0.576 -0.373  0.501
P -1.115 -1.343 0.517  0.346
P 0.091 0.488 0.238  0.776
P 0.547 1.334 -1.638  0.264
C -2.736 0.770 -1.223  -0.642
C -0.512 -2.058 -1.112  -0.940
C -0.582 1.769 1.333  -0.915
C 1.703 -0.136 0.913  -0.985
H 0.577 -1.949 -1.198  0.238
H 2.020 0.268 1.943  0.289
H 2.558 0.119 0.299  0.266
H -0.846 1.160 2.337  0.283
H 0.764 0.088 -2.239  -0.019
H -1.003 -1.430 -1.899  0.254
H -1.389 2.146 0.892  0.247
H 0.292 2.509 1.300  0.265
H -0.643 -3.142 -0.907  0.273
H 1.757 -1.227 1.106  0.276
H -2.491 1.442 -2.025  0.222

Forces on atoms 1 to 6 (eV/Å):
P -0.212 1.898 -0.859
P 0.475 0.819 -0.786
P 0.193 -1.494 1.952
P 0.137 0.890 -0.887
C -0.156 -2.372 0.800
C 0.269 0.122 0.911